Entry from the OMol25 dataset: C13H18IrNO6S as an isolated structure (ωB97M-V with the def2-TZVPD basis set).

```
40
Properties=species:S:1:pos:R:3:forces:R:3
Ir 0.3817 0.3677 0.4153 -0.45 -0.31 -0.21
C 2.1881 -2.1907 0.1359 0.02 0.03 0.09
O 1.0086 -1.6768 0.8041 -0.04 -0.05 0.04
C -0.1505 -2.5411 0.7376 0.01 -0.01 0.00
C -0.8371 -2.4115 -0.6062 0.00 0.04 0.03
O -1.0229 -1.0074 -0.8438 -0.08 -0.12 -0.07
C -1.0736 -0.6355 -2.2311 0.03 -0.01 0.05
C -0.8437 0.8505 -2.2927 0.05 -0.04 -0.02
O 0.4252 1.1058 -1.6415 -0.09 0.00 -0.09
C 0.9432 2.4352 -1.9104 -0.01 -0.07 0.03
H 2.3694 -3.2051 0.4885 0.02 0.03 -0.03
H 3.0117 -1.5454 0.4289 0.01 -0.02 -0.03
H 2.0512 -2.1761 -0.9456 0.03 -0.02 0.00
H -0.7999 -2.2132 1.5491 -0.01 -0.01 -0.05
H 0.1653 -3.5674 0.9308 -0.04 0.02 -0.04
H -1.8070 -2.9138 -0.5874 0.05 -0.01 0.00
H -0.2360 -2.8375 -1.4136 0.03 -0.01 0.04
H -2.0430 -0.9038 -2.6564 0.02 0.05 0.01
H -0.2806 -1.1648 -2.7686 -0.04 0.04 -0.03
H -1.6219 1.4121 -1.7690 -0.02 -0.04 -0.03
H -0.7833 1.1860 -3.3296 0.00 -0.03 0.03
H 1.1201 2.5176 -2.9814 0.02 0.06 0.03
H 1.8750 2.5233 -1.3597 0.00 0.04 -0.03
H 0.2248 3.1799 -1.5689 0.03 0.04 -0.03
O -3.1791 1.3868 1.6083 -0.26 0.01 0.14
C -2.1631 1.9289 1.9310 0.55 -0.20 -0.46
N -0.9377 1.8551 1.2779 -0.13 0.22 0.20
S 0.2625 2.6434 2.0316 0.79 -0.24 -0.17
O 1.2037 1.5684 2.3522 0.02 0.41 0.28
O 0.7773 3.7604 1.3169 -0.18 0.14 0.12
C -0.6928 3.1894 3.4113 0.04 0.00 0.06
C -0.3653 3.9677 4.4745 0.06 -0.14 -0.20
C -1.4294 4.2963 5.3796 0.00 0.07 0.14
C -2.7547 3.8572 5.1732 -0.22 -0.06 -0.03
C -3.0605 3.0893 4.0823 -0.20 0.03 0.17
C -2.0132 2.7569 3.1879 0.01 0.12 0.04
H 0.6346 4.3394 4.6516 0.04 0.01 -0.02
H -1.1968 4.9076 6.2434 -0.03 0.00 0.02
H -3.5193 4.1398 5.8840 0.00 0.00 0.00
H -4.0608 2.7317 3.8736 -0.02 0.01 0.02
```
Forces are in eV/Å.

## Properties
net charge: +2
<S²>: 6.026
electronic energy: -1514.061791 Eh
HOMO-LUMO gap (spin up / spin down): 7.592 / 4.551 eV
2S+1: 5
energy relative to the best compared isomer or geometry (same formula, charge and spin): 74.3 kJ/mol